Record 1
Formula: C26H31BrCuN5O5
Source: OMol25
Level of theory: ωB97M-V/def2-TZVPD

**E**: -5873.972146 Ha
**Gap between HOMO and LUMO**: 7.034 eV
**HOMO level**: -0.2563 Eh
**LUMO level**: 0.06 eV
**Energy above the lowest of the compared OMol25 structures with the same formula, charge and spin**: 0.586 eV

Last column: Löwdin charge in e.
Geometry (Å):
1 Cu -0.343981 -0.257571 1.259484  0.2910
2 N 0.076895 -0.354061 3.584661  0.0669
3 C 1.469387 -0.728501 3.836864  -0.2718
4 C 2.204503 0.197511 4.828030  -0.1335
5 C 2.116522 1.699088 4.505698  -0.1600
6 C 3.295299 2.278043 3.725830  -0.1462
7 N 3.623739 1.558305 2.499507  0.1007
8 C 3.051530 1.705472 1.316114  -0.4477
9 N 2.115288 2.631361 1.087333  0.2243
10 N 3.511149 0.944989 0.294236  0.1848
11 C 2.267732 -0.909755 2.524459  -0.6222
12 O 3.483705 -1.187545 2.633617  -0.0387
13 O 1.675236 -0.724600 1.432146  -0.0602
14 H -0.062954 0.651602 3.606368  0.0518
15 H -0.548369 -0.775334 4.257260  0.0926
16 H 1.465952 -1.728812 4.278969  0.1488
17 H 3.244226 -0.130783 4.890083  0.1117
18 H 1.767519 0.030309 5.815297  0.1098
19 H 2.050237 2.266660 5.437220  0.1169
20 H 1.203723 1.933769 3.961392  0.0681
21 H 4.197676 2.247115 4.338254  0.1229
22 H 3.107871 3.322639 3.472302  0.1242
23 H 4.056981 0.642397 2.631004  0.1221
24 H 1.390792 2.779234 1.802268  0.0713
25 H 1.724072 2.611822 0.157776  0.1186
26 H 3.934853 0.083200 0.627161  0.1049
27 H 2.778833 0.720978 -0.368193  0.0944
28 C -2.102980 -4.215692 -0.886627  -0.0682
29 C -2.984149 -3.388226 -0.209481  -0.0566
30 C -2.470614 -2.338814 0.534814  -0.1144
31 N -1.164731 -2.085524 0.625122  0.0435
32 C -0.318460 -2.891807 -0.020640  -0.1168
33 C -0.742844 -3.966383 -0.785436  -0.0578
34 H -2.469985 -5.042256 -1.481545  0.1083
35 H -4.053307 -3.540592 -0.261012  0.1084
36 H -3.123599 -1.660909 1.071182  0.1222
37 H 0.732857 -2.648475 0.093581  0.1156
38 H -0.016079 -4.593006 -1.284958  0.1065
39 Br -1.980980 4.146008 4.635826  0.7773
40 C -2.646984 4.416537 2.878431  -0.6002
41 C -3.573665 5.435750 2.710842  -0.1375
42 C -4.133136 5.661272 1.463742  -0.0875
43 C -3.782937 4.853049 0.392137  -0.0797
44 C -2.873684 3.826086 0.578879  -0.0237
45 C -2.276621 3.597887 1.816978  -0.1542
46 C -1.247127 2.489452 1.909918  -0.5997
47 O -0.193066 2.728206 2.537865  -0.0888
48 O -1.546870 1.424050 1.317388  -0.0420
49 H -3.853853 6.044401 3.559272  0.0935
50 H -4.847860 6.463781 1.335644  0.1029
51 H -4.220993 5.019242 -0.583503  0.1018
52 H -2.602341 3.176345 -0.243080  0.1086
53 C 0.668457 -1.067470 -3.053396  -0.0011
54 C -0.253490 -0.402253 -2.063310  -0.3889
55 O 0.186978 0.217467 -1.115986  0.0532
56 C -1.728742 -0.534379 -2.243309  -0.1581
57 C -2.286376 -1.394079 -3.185991  -0.0352
58 C -3.664082 -1.508838 -3.295701  -0.0806
59 C -4.488994 -0.756718 -2.470760  -0.0791
60 C -3.936912 0.104975 -1.530358  -0.0619
61 C -2.561619 0.212893 -1.410699  -0.0216
62 H 1.696782 -0.822124 -2.801531  0.0843
63 H 0.445078 -0.747033 -4.071929  0.0917
64 H 0.539721 -2.151120 -3.012695  0.0804
65 H -1.650342 -1.984075 -3.833094  0.1093
66 H -4.093450 -2.182181 -4.026224  0.1035
67 H -5.564540 -0.842658 -2.560947  0.1037
68 H -4.578457 0.689332 -0.883016  0.1106
69 H -2.120117 0.853445 -0.656135  0.0829

Force components x, y, z for each atom (eV/Å):
Cu -0.17 -0.06 0.49
N 0.05 -0.02 0.02
C 0.02 -0.05 -0.05
C -0.07 0.04 -0.02
C 0.04 -0.01 -0.01
C -0.01 0.02 -0.06
N 0.03 -0.11 0.13
C 0.00 0.11 -0.04
N 0.16 -0.07 -0.04
N -0.02 0.03 -0.10
C 0.04 0.06 0.10
O -0.01 0.00 -0.03
O -0.13 -0.21 -0.18
H -0.01 -0.04 0.01
H 0.00 0.02 0.01
H 0.00 0.01 0.01
H 0.01 0.01 0.01
H -0.03 0.01 -0.02
H 0.04 0.01 -0.01
H -0.01 0.01 0.06
H 0.01 0.02 -0.02
H -0.02 -0.01 0.00
H -0.01 0.05 0.01
H -0.04 0.04 0.03
H -0.01 0.00 -0.01
H 0.06 0.01 -0.01
H -0.04 -0.03 0.01
C 0.00 0.01 0.02
C 0.01 -0.02 0.00
C -0.01 -0.01 0.00
N 0.03 0.09 -0.10
C 0.04 -0.06 0.05
C -0.01 0.00 0.02
H 0.00 0.00 0.00
H 0.00 0.00 0.00
H 0.00 0.00 -0.01
H 0.00 0.01 0.00
H 0.00 0.00 0.00
Br 0.00 0.00 0.00
C 0.01 -0.03 -0.01
C 0.00 0.00 0.00
C 0.00 0.01 0.00
C 0.00 -0.01 -0.01
C 0.00 0.02 0.01
C 0.00 0.00 0.00
C -0.02 0.08 0.15
O -0.11 -0.01 -0.04
O 0.04 -0.07 -0.09
H 0.00 0.00 0.00
H 0.00 0.00 0.00
H 0.00 0.00 0.00
H 0.00 0.00 -0.01
C 0.00 0.01 0.02
C -0.15 -0.11 -0.04
O 0.38 0.26 -0.15
C -0.03 0.00 -0.03
C 0.01 0.02 -0.01
C -0.02 0.00 -0.01
C 0.01 0.01 0.00
C 0.01 0.00 -0.03
C -0.01 0.02 -0.02
H 0.00 0.00 -0.01
H 0.00 0.01 0.00
H -0.01 0.00 0.00
H 0.00 -0.01 0.00
H 0.00 0.00 0.00
H 0.00 0.00 0.00
H 0.00 0.00 0.01
H -0.03 -0.03 -0.03

=====

Record 2
Formula: C34H43N9O4S4TeTi
Source: OMol25
Level of theory: ωB97M-V/def2-TZVPD

**E**: -4825.112281 Ha
**Gap between HOMO and LUMO**: 5.527 eV
**Charge**: +2
**HOMO level**: -0.4374 Eh
**LUMO level**: -6.37 eV
**Energy above the lowest of the compared OMol25 structures with the same formula, charge and spin**: 0.121 eV

Last column: Löwdin charge in e.
Geometry (Å):
1 Ti 0.229540 0.540342 1.528366  0.9413
2 C 1.866630 3.422961 -2.006028  0.0207
3 N 2.631619 2.387165 -1.313988  -0.0816
4 C 3.987305 2.435721 -1.045688  0.0139
5 C 4.296100 1.342308 -0.327525  0.0008
6 N 3.118346 0.626972 -0.156388  0.0273
7 C 2.105428 1.290682 -0.765821  -0.6133
8 S 0.454264 0.806484 -0.844914  0.7608
9 C 3.004174 -0.641236 0.473352  -0.2420
10 C 4.039808 -1.547303 0.414898  0.0367
11 C 3.893815 -2.753577 1.090166  0.0044
12 C 2.703611 -3.030289 1.736717  -0.0109
13 C 1.691876 -2.092429 1.667581  -0.1774
14 N 1.858667 -0.888685 1.106781  0.0139
15 H 2.552336 4.015421 -2.604211  0.1067
16 H 1.367459 4.056683 -1.275296  0.1086
17 H 1.129309 2.959536 -2.654345  0.0888
18 H 4.606345 3.246529 -1.386997  0.1444
19 H 5.231860 1.015668 0.088488  0.1381
20 H 4.931326 -1.329789 -0.155955  0.1273
21 H 4.699690 -3.474925 1.081367  0.1307
22 H 2.534770 -3.969037 2.242879  0.1318
23 H 0.721390 -2.279617 2.106307  0.0908
24 N -1.428640 1.987364 1.483746  -0.0474
25 C -2.582118 1.831749 2.421327  -0.1519
26 C -2.835428 0.367914 2.812050  -0.0584
27 C -2.518775 -0.579370 1.684607  -0.5418
28 O -3.276746 -1.270179 1.085408  0.1133
29 O -1.173508 -0.547381 1.388187  -0.2335
30 H -1.071884 2.936448 1.549088  0.1004
31 H -1.792943 1.878280 0.530741  -0.0130
32 H -3.467706 2.249595 1.944812  0.1313
33 H -2.366286 2.413841 3.313887  0.1250
34 H -3.871431 0.237978 3.112952  0.1400
35 H -2.185733 0.089780 3.642678  0.1047
36 C -3.208032 -4.554545 -3.895913  -0.0616
37 C -3.307755 -3.356104 -2.959845  -0.2410
38 N -2.388051 -3.415925 -1.831707  -0.0028
39 C -1.083210 -3.111376 -1.852661  -0.8382
40 S -0.156022 -3.296749 -0.445088  0.6603
41 N -0.580023 -2.655719 -3.013006  0.0093
42 C 0.833054 -2.406734 -3.253303  -0.2800
43 C 1.598403 -3.664256 -3.636679  -0.0813
44 H -3.915788 -4.444766 -4.718170  0.0802
45 H -3.438469 -5.477169 -3.364185  0.0829
46 H -2.207988 -4.658208 -4.319969  0.0687
47 H -4.312927 -3.295170 -2.544029  0.1195
48 H -3.159378 -2.414469 -3.497443  0.0933
49 H -2.718679 -3.769631 -0.949797  0.1201
50 H -1.178785 -2.675150 -3.821945  0.1218
51 H 1.244352 -1.974253 -2.342307  0.0550
52 H 0.897360 -1.657973 -4.045261  0.1157
53 H 1.536723 -4.398614 -2.833953  0.0622
54 H 2.649015 -3.431276 -3.817353  0.0747
55 H 1.192459 -4.107308 -4.547161  0.0776
56 N 6.609070 4.650159 4.697564  0.1546
57 C 5.413707 4.153337 4.320110  -0.2881
58 C 4.228209 4.871788 4.574692  0.0011
59 C 3.010642 4.371916 4.188121  -0.0338
60 C 2.950001 3.139191 3.528911  -0.3244
61 C 4.114622 2.406240 3.272567  -0.0631
62 C 5.329711 2.905112 3.664426  -0.0094
63 S 1.429450 2.526008 3.047719  0.6468
64 O 0.371242 3.235548 3.704421  -0.2476
65 O 1.294050 2.465738 1.551478  -0.4156
66 N 1.389790 0.929694 3.223183  -0.2399
67 C 0.965882 0.253004 4.365470  -0.7263
68 S 1.567297 0.397459 5.961949  1.1138
69 C 0.504616 -0.870281 6.435276  -0.3595
70 C -0.200590 -1.314680 5.370479  -0.2054
71 N 0.062487 -0.664499 4.183578  0.0227
72 H 6.667023 5.503231 5.224290  0.1181
73 H 7.451327 4.114274 4.592302  0.1156
74 H 4.281186 5.821027 5.091980  0.1258
75 H 2.100042 4.915705 4.399245  0.1248
76 H 4.049598 1.434156 2.798237  0.1078
77 H 6.233783 2.334454 3.492596  0.1195
78 H 0.455210 -1.201691 7.459460  0.0806
79 H -0.931140 -2.109171 5.395424  0.1205
80 C -4.971317 -0.085517 -1.776262  -0.3884
81 Te -2.895661 0.400703 -1.611473  1.3518
82 C -3.140100 1.077056 -3.630147  -0.4078
83 C -4.265868 0.220449 -4.159036  -0.3161
84 C -4.424032 -0.018893 -5.519753  -0.0378
85 C -5.471891 -0.804160 -5.976599  -0.0691
86 C -6.374869 -1.349185 -5.073886  -0.0679
87 C -6.224256 -1.112558 -3.715875  -0.0416
88 C -5.169378 -0.334559 -3.251049  -0.3189
89 H -5.569576 0.747803 -1.412001  0.0641
90 H -5.178074 -0.963683 -1.168829  0.0560
91 H -2.214032 0.927900 -4.181696  0.0521
92 H -3.398225 2.135006 -3.646628  0.0608
93 H -3.723755 0.411522 -6.225821  0.1166
94 H -5.584207 -0.989820 -7.036461  0.1095
95 H -7.194873 -1.960348 -5.426988  0.1103
96 H -6.927821 -1.539644 -3.010426  0.1209

Force components x, y, z for each atom (eV/Å):
Ti 0.17 -0.19 -0.58
C 0.00 0.02 0.00
N 0.04 0.01 0.00
C -0.07 0.07 -0.06
C 0.01 -0.08 0.07
N 0.00 -0.01 -0.03
C -0.01 -0.03 0.00
S 0.10 0.10 -0.03
C -0.02 0.03 0.00
C 0.05 -0.03 -0.02
C 0.01 0.01 0.01
C 0.03 -0.03 -0.26
C -0.11 -0.01 0.32
N -0.14 0.08 0.19
H 0.01 -0.01 0.01
H 0.00 -0.01 0.01
H 0.00 -0.01 -0.01
H -0.01 0.00 0.00
H -0.01 0.00 -0.01
H -0.01 0.00 0.01
H 0.00 0.00 0.00
H -0.02 0.00 -0.01
H 0.01 0.00 0.05
N 0.10 -0.01 0.21
C 0.02 -0.06 0.01
C 0.05 0.06 -0.01
C -0.11 0.06 0.11
O 0.05 -0.08 -0.02
O 0.34 0.07 0.20
H 0.02 0.03 0.03
H -0.01 0.02 -0.07
H -0.02 0.00 -0.01
H 0.01 0.01 0.00
H -0.02 -0.02 -0.03
H -0.01 0.00 0.02
C 0.00 0.01 -0.01
C -0.02 -0.02 0.00
N 0.01 -0.01 -0.05
C -0.06 -0.02 0.08
S 0.07 0.01 -0.13
N 0.03 -0.01 0.02
C 0.01 -0.01 -0.02
C -0.01 0.00 0.00
H 0.01 0.00 0.01
H 0.00 0.00 0.00
H 0.00 -0.01 0.00
H 0.00 0.01 0.01
H -0.01 0.00 0.01
H 0.00 0.04 0.03
H -0.01 0.00 -0.01
H 0.00 0.02 0.02
H -0.01 0.00 0.00
H 0.00 0.00 0.00
H 0.00 0.00 0.00
H 0.01 0.00 0.01
N -0.03 -0.02 0.00
C 0.00 0.02 0.02
C 0.00 0.01 0.00
C 0.04 -0.04 0.00
C 0.04 0.00 0.00
C -0.02 0.06 0.05
C 0.02 -0.04 -0.02
S -0.03 -0.01 -0.04
O 0.06 0.05 0.04
O -0.01 0.00 -0.04
N -0.62 -0.01 -0.10
C 0.01 -0.05 -0.01
S 0.00 0.04 -0.04
C 0.02 0.01 0.04
C 0.00 0.01 -0.05
N 0.02 -0.11 0.19
H 0.01 0.01 0.00
H 0.01 0.00 0.00
H 0.00 0.00 -0.01
H 0.01 0.00 0.00
H 0.01 0.00 0.00
H 0.00 0.01 0.00
H 0.01 0.00 -0.01
H 0.00 0.01 0.00
C 0.07 -0.02 -0.01
Te -0.03 -0.01 -0.12
C -0.04 0.02 0.05
C -0.02 -0.02 0.03
C 0.01 0.01 0.01
C 0.00 0.00 0.00
C 0.00 0.00 0.00
C 0.01 0.01 0.01
C -0.02 -0.01 0.00
H -0.01 0.01 0.00
H 0.00 -0.01 0.00
H 0.00 0.00 -0.01
H 0.02 0.01 0.01
H 0.00 0.00 0.00
H 0.00 0.00 0.00
H 0.01 0.00 0.00
H 0.01 0.00 -0.01

=====

> What is the energy above the lowest of the compared OMol25 structures with the same formula, charge and spin in the second record?

0.121 eV

=====

> Number 1 is which compound?

C26H31BrCuN5O5

=====

> The lowest energy above the lowest of the compared OMol25 structures with the same formula, charge and spin belongs to which entry?

C34H43N9O4S4TeTi

=====

> Which formula does entry 2 have?

C34H43N9O4S4TeTi